{
  "formula": "C6H15NO",
  "method": "ωB97M-V/def2-TZVPD",
  "relative_energy_ev": 5.705,
  "energy_ha": -367.42165,
  "orbital_gap_ev": [6.87, 6.88],
  "symbols": ["C", "C", "C", "C", "C", "C", "N", "O", "H", "H", "H", "H", "H", "H", "H", "H", "H", "H", "H", "H", "H", "H", "H"],
  "positions_angstrom": [[-0.3249, 0.1950, 0.5160], [1.6900, -0.2603, -0.4447], [-0.7930, 0.2690, -0.7805], [-2.8567, 0.2741, -0.0607], [2.1953, -1.2762, 0.5438], [2.4379, 1.0447, -0.4620], [-3.1863, -1.0791, 0.2072], [-0.1112, 1.2715, 1.3102], [0.0948, 2.0413, 0.7636], [-0.5530, -0.6836, 1.1087], [1.5758, -0.6833, -1.4434], [-3.6288, -1.5674, -0.5590], [-3.6785, -1.2398, 1.0747], [-0.6452, 1.1798, -1.3483], [-0.9165, -0.6584, -1.3202], [-3.3063, 0.7037, -0.9532], [-2.9277, 0.9318, 0.7996], [1.5939, -2.1895, 0.5188], [2.0045, 1.7537, -1.1745], [2.1677, -0.8751, 1.5621], [3.2331, -1.5874, 0.3454], [3.4994, 0.9271, -0.7342], [2.4357, 1.5086, 0.5305]],
  "mulliken_charge": [-0.0844, 0.2906, -0.7941, -0.6437, -1.3895, -1.3288, -0.4108, -0.4930, 0.3630, 0.4018, 0.3404, 0.1986, 0.2053, 0.3100, 0.3426, 0.2972, 0.3601, 0.3216, 0.3008, 0.2890, 0.4234, 0.3951, 0.3048]
}